[1]
2 unconnected molecules or ions with the total composition C27H26F3NS at a distorted geometry, computed with ωB97M-V/def2-TZVPD.

- E_LUMO: -1.26 eV
- Maximum force: 2.35 eV/A
- Gap between HOMO and LUMO: 5.4 eV

Geometry as ORCA input:
```
! RIJCOSX wB97M-V def2-TZVPD def2/J DEFGRID3
* xyz 0 1
F 5.5030 1.1040 0.7963
C 4.8741 2.1425 1.4306
F 4.3564 1.6385 2.6006
F 5.8300 3.0509 1.7729
C 3.7879 2.7401 0.5756
C 3.6194 4.1227 0.5187
C 2.5703 4.6420 -0.2541
C 1.6677 3.7943 -0.8749
C 1.8400 2.3772 -0.8192
S 0.7635 1.2802 -1.4912
C 2.9703 1.8734 -0.1238
H 4.3064 4.7756 1.0463
H 2.4724 5.7244 -0.3480
H 0.8044 4.1766 -1.4143
H 3.1491 0.8020 -0.1160
C -1.4452 0.3248 3.2119
C -1.7695 1.3254 2.0982
C -2.9080 2.2615 2.5317
C -0.5481 2.1963 1.8001
C -2.1797 0.5256 0.8650
N -3.4328 0.6050 0.3730
C -3.6158 -0.2621 -0.7010
C -2.3961 -0.9282 -0.9228
C -2.2791 -1.7243 -2.0629
C -3.4096 -1.9172 -2.8736
C -4.6189 -1.2451 -2.6208
C -4.7239 -0.3715 -1.5288
C -1.4575 -0.4383 0.0966
C -0.0883 -0.7333 0.1608
C 0.4883 -1.9666 -0.3206
C -0.2135 -3.2067 -0.3394
C 0.3621 -4.3328 -0.9212
C 1.6405 -4.2663 -1.4942
C 2.1976 -5.4402 -2.2369
C 2.3768 -3.0802 -1.3899
C 1.8277 -1.9644 -0.7790
H -0.6580 -0.3743 2.8997
H -1.1043 0.8610 4.1098
H -2.3364 -0.2653 3.4695
H -3.1574 2.9779 1.7370
H -3.8051 1.7090 2.8380
H -2.5722 2.8504 3.3965
H -0.6995 2.7874 0.8867
H -0.3811 2.8964 2.6349
H 0.3669 1.6076 1.6782
H -4.1681 1.2273 0.6966
H -1.3272 -2.1829 -2.3236
H -3.3468 -2.5924 -3.7280
H -5.4694 -1.3902 -3.2881
H -5.6210 0.2162 -1.3300
H 0.5602 -0.0835 0.7491
H -1.2197 -3.2681 0.0912
H -0.1873 -5.2778 -0.9607
H 3.2263 -5.2443 -2.5517
H 2.1936 -6.3438 -1.6187
H 1.5983 -5.6531 -3.1306
H 3.3899 -3.0314 -1.7964
H 2.3964 -1.0320 -0.7051
*
```

Mulliken atomic charge list, values in e, 5 entries: atom 1 (F): -0.270, atom 2 (C): 0.891, atom 3 (F): -0.260, atom 4 (F): -0.276, atom 5 (C): 0.058

---

[2]
2 unconnected molecules or ions with the total composition C4H11N2O2S at a distorted geometry, computed with ωB97M-V/def2-TZVPD.

- E_LUMO: 3.70 eV
- ΔE to the lowest compared entry with this formula, charge and spin: 1.451 eV
- Maximum force: 3.73 eV/A
- Gap between HOMO and LUMO: 6.4 eV

Geometry as ORCA input:
```
! RIJCOSX wB97M-V def2-TZVPD def2/J DEFGRID3
* xyz -1 1
C 1.2542 -2.8986 -0.0065
N 0.0490 -2.2384 0.4086
C -0.0570 -0.8880 -0.1540
C 1.0917 0.1674 0.1183
S 0.4367 1.8639 0.1899
C -1.2571 -0.2690 0.6908
N -2.3129 0.1456 -0.0696
O -1.3620 -0.3537 1.9038
H 1.1214 -3.8999 -0.4548
H 1.7504 -2.3476 -0.8225
H 1.9027 -3.0964 0.8244
H -0.2155 -2.2874 1.3776
H -0.3244 -0.9827 -1.1927
H 1.8176 0.0527 -0.6904
H 1.4618 0.0891 1.1462
H -2.0939 0.2878 -1.0359
H -3.1214 0.5446 0.3622
H 0.6736 2.8308 -1.8967
H 1.9892 2.1370 -1.9548
O 1.1986 2.2786 -2.4899
*
```

Mulliken atomic charge list, values in e, 5 entries: atom 1 (C): -0.901, atom 2 (N): -0.357, atom 3 (C): -0.002, atom 4 (C): -0.550, atom 5 (S): -0.721

---

[3]
2 unconnected molecules or ions with the total composition C21H39BrNO7P2 at a distorted geometry, computed with ωB97M-V/def2-TZVPD.

- E_LUMO: -3.12 eV
- Maximum force: 5.36 eV/A
- Gap between HOMO and LUMO: 8.3 eV

Geometry as ORCA input:
```
! RIJCOSX wB97M-V def2-TZVPD def2/J DEFGRID3
* xyz 1 1
C -0.4932 3.1386 -0.9228
C -0.6654 1.6428 -0.8272
C 0.4487 0.8153 -0.9467
C 0.2987 -0.5554 -0.8890
C -0.9328 -1.1850 -0.6976
C -0.9425 -2.7059 -0.6731
C -1.9794 -3.3381 0.2743
C -1.0672 -3.2224 -2.1370
C -2.0304 -0.3448 -0.5631
O -3.3142 -0.8536 -0.3474
C -3.9726 -1.3140 -1.5101
C -5.3689 -0.6850 -1.6305
C -5.5836 -0.3235 -3.1035
O -6.8262 0.2878 -3.3413
C -6.7774 1.5469 -2.7050
C -6.7353 1.3573 -1.1950
N -5.5821 0.4936 -0.7303
P -5.8643 -0.0229 1.0698
O -4.4563 0.3950 1.7177
Br -7.2905 1.4353 1.9678
C -1.8908 1.0358 -0.6365
H -1.4423 3.6636 -0.8342
H -0.0303 3.3658 -1.8847
H 0.2050 3.4771 -0.1567
H 1.4391 1.2304 -1.0892
H 1.1841 -1.1745 -0.9926
H 0.0433 -2.9984 -0.3086
H -1.5662 -4.1834 0.8239
H -2.3832 -2.6331 0.9977
H -2.8201 -3.7342 -0.3017
H -1.5737 -2.4682 -2.7382
H -0.0717 -3.3765 -2.5519
H -1.6084 -4.1680 -2.1637
H -4.0823 -2.3991 -1.4516
H -3.3779 -1.0910 -2.3998
H -6.1371 -1.4221 -1.3833
H -5.4290 -1.1878 -3.7458
H -4.8005 0.4131 -3.3521
H -5.9766 2.1826 -3.0970
H -7.7361 2.0225 -2.9176
H -7.6634 0.8526 -0.9288
H -6.6775 2.3431 -0.7391
H -4.7400 1.0798 -0.7416
H -4.5926 0.8010 2.5889
H -2.7801 1.6527 -0.5285
O 4.4424 -0.5343 0.1965
P 5.0156 0.4334 1.1518
O 6.1721 -0.3173 1.9891
C 7.1621 -1.0716 1.2750
C 8.1570 -0.1921 0.5366
O 3.8471 0.5598 2.2916
C 2.5361 0.0683 2.0351
C 2.3512 -1.3306 2.5936
O 5.4518 1.9503 1.2734
C 5.9224 2.5007 2.5242
C 7.4326 2.5326 2.6204
H 6.6731 -1.7573 0.5809
H 7.6802 -1.6801 2.0148
H 7.6558 0.6010 -0.0227
H 8.7484 -0.7900 -0.1567
H 8.8454 0.2876 1.2319
H 2.3227 0.0864 0.9693
H 1.8272 0.7510 2.5091
H 3.2143 -1.9621 2.3861
H 1.4616 -1.8038 2.1715
H 2.2390 -1.2972 3.6786
H 5.4834 1.9767 3.3698
H 5.5441 3.5221 2.5416
H 7.8314 1.5744 2.9486
H 7.7447 3.2747 3.3559
H 7.8815 2.7715 1.6568
*
```

Mulliken atomic charge list, values in e, 5 entries: atom 1 (C): -1.594, atom 2 (C): 0.168, atom 3 (C): -0.986, atom 4 (C): -1.278, atom 5 (C): 0.029

---

[4]
A molecular structure, C30H26BMnN8O2SSe at a distorted geometry, computed with ωB97M-V/def2-TZVPD.

- E_LUMO (alpha / beta): 2.48 / 2.46 eV
- ΔE to the lowest compared entry with this formula, charge and spin: 0.477 eV
- Maximum force: 1.30 eV/A
- Gap between HOMO and LUMO (alpha / beta): 6.1 / 6.2 eV

Geometry as ORCA input:
```
! RIJCOSX wB97M-V def2-TZVPD def2/J DEFGRID3
* xyz -1 6
Mn -0.8755 0.2088 0.1146
C 0.2770 2.0469 -3.8263
C 0.5947 1.1914 -2.7746
N -0.1624 1.4565 -1.7165
N -0.9625 2.4779 -2.0523
C -0.7213 2.8487 -3.3174
B -1.9104 3.1947 -1.0691
N -1.0976 3.4721 0.2058
C -1.0497 4.6045 0.9210
C -0.1339 4.4320 1.9369
C 0.3354 3.1303 1.7554
N -0.2615 2.5645 0.7179
N -3.0940 2.2963 -0.6915
C -4.3831 2.4512 -1.0218
C -5.1121 1.4595 -0.4033
C -4.1605 0.7185 0.2971
N -2.9535 1.2419 0.1158
H 0.7013 2.0653 -4.8102
H 1.3463 0.4251 -2.7519
H -1.2736 3.6452 -3.7756
H -2.3063 4.2093 -1.5466
H -1.6645 5.4476 0.6661
H 0.1616 5.1329 2.6900
H 1.0839 2.6054 2.3168
H -4.6989 3.2392 -1.6764
H -6.1689 1.2949 -0.4537
H -4.2914 -0.1562 0.9091
O 1.3957 -3.1912 2.1020
S 1.0855 -2.4798 0.8798
O 0.1455 -3.1087 -0.0086
N 0.5783 -0.9681 1.1684
C 0.9620 -0.4277 2.3581
C 2.2312 -0.5859 2.9002
C 2.5487 -0.0608 4.1481
C 1.6056 0.5945 4.9058
C 0.3101 0.7951 4.3986
C -0.7043 1.4723 5.1069
C -1.9297 1.6454 4.5200
C -2.1376 1.1559 3.2260
N -1.2186 0.5217 2.5323
C -0.0122 0.3150 3.1006
C 2.6203 -2.3931 -0.0814
C 2.9218 -1.2478 -0.7900
C 4.0548 -1.2205 -1.5880
C 4.8792 -2.3316 -1.6553
C 4.5747 -3.4746 -0.9327
C 3.4353 -3.5070 -0.1441
H 2.9680 -1.1299 2.3288
H 3.5550 -0.1824 4.5290
H 1.8493 0.9750 5.8880
H -0.4976 1.8484 6.1003
H -2.7276 2.1702 5.0280
H -3.0936 1.2945 2.7383
H 2.2677 -0.3886 -0.6941
H 4.2996 -0.3291 -2.1472
H 5.7711 -2.3041 -2.2667
H 5.2256 -4.3369 -0.9753
H 3.1685 -4.3767 0.4371
Se -2.2574 -1.2677 -1.5674
C -1.2825 -2.5975 -2.5152
C 0.0694 -2.4388 -2.7796
C 0.7723 -3.4162 -3.4513
C 0.1301 -4.5705 -3.8686
C -1.2226 -4.7305 -3.6186
C -1.9297 -3.7485 -2.9544
H 0.5706 -1.5502 -2.4237
H 1.8312 -3.2844 -3.6381
H 0.6873 -5.3452 -4.3758
H -1.7323 -5.6329 -3.9329
H -2.9852 -3.8621 -2.7487
*
```

Mulliken atomic charge list, values in e, 5 entries: atom 1 (Mn): 0.451, atom 2 (C): -1.434, atom 3 (C): -0.240, atom 4 (N): 0.708, atom 5 (N): -0.091

---

[5]
A gas-phase ion, C6H14NO (charge -1) at a distorted geometry, computed with ωB97M-V/def2-TZVPD.

- E_LUMO: 4.10 eV
- ΔE to the lowest compared entry with this formula, charge and spin: 1.141 eV
- Maximum force: 3.05 eV/A
- SMILES string: CCN[C@@H](CC)C[O-]
- Gap between HOMO and LUMO: 6.5 eV

Geometry as ORCA input:
```
! RIJCOSX wB97M-V def2-TZVPD def2/J DEFGRID3
* xyz -1 1
C -1.6214 0.7391 2.6277
C -1.0737 1.0892 1.1988
N -0.2611 -0.0447 0.8292
C 0.3429 0.0400 -0.5224
C 1.3579 -1.0999 -0.5755
C 2.5229 -0.7373 -1.5148
C -0.8716 -0.0596 -1.5771
O -1.7526 -0.9946 -1.2331
H -0.8964 0.0773 3.1125
H -2.6211 0.3079 2.5813
H -1.6893 1.6410 3.2434
H -2.0145 1.2707 0.6363
H -0.6323 2.0852 1.2324
H -0.7278 -0.9442 0.8627
H 0.6482 1.0854 -0.6920
H 0.8758 -2.0196 -0.9407
H 1.7398 -1.2976 0.4284
H 2.3394 -1.0811 -2.5418
H 2.6456 0.3286 -1.7450
H 3.5022 -1.0733 -1.1645
H -1.3509 0.9864 -1.6387
H -0.4618 -0.2992 -2.6069
*
```

Mulliken atomic charge list, values in e, 5 entries: atom 1 (C): -1.254, atom 2 (C): -0.231, atom 3 (N): -0.374, atom 4 (C): -0.026, atom 5 (C): -0.684

---

[6]
17 unconnected molecules or ions with the total composition C38H118N8O17 at a distorted geometry, computed with ωB97M-V/def2-TZVPD.

- E_LUMO: 0.05 eV
- Maximum force: 3.28 eV/A
- Gap between HOMO and LUMO: 8.6 eV

Geometry as ORCA input:
```
! RIJCOSX wB97M-V def2-TZVPD def2/J DEFGRID3
* xyz 0 1
C -8.4218 -8.9532 -0.0047
C -7.8592 -8.0996 -1.2074
C -6.6932 -7.2490 -0.6995
O -5.9851 -6.3730 -1.6674
C -6.7491 -5.2470 -2.0851
N -7.5904 -9.0460 -2.2460
H -7.6160 -9.4983 0.4869
H -9.2152 -9.6072 -0.3666
H -8.7945 -8.3425 0.8177
H -8.7087 -7.5429 -1.6028
H -5.8532 -7.9009 -0.4597
H -6.8758 -6.6584 0.1983
H -7.5576 -5.5607 -2.7455
H -6.1768 -4.4564 -2.5704
H -7.2295 -4.7312 -1.2538
H -7.4413 -8.5303 -3.1015
H -8.5410 -9.3326 -2.4315
C 2.6252 1.1361 -0.0532
C 1.2689 0.6083 0.2290
C 0.2277 0.7292 -0.9460
O -1.0075 0.1909 -0.5319
C -2.0520 0.3563 -1.4620
N 1.3120 -0.7747 0.7240
H 2.9723 0.8008 -1.0306
H 3.4370 0.9039 0.6361
H 2.5697 2.2213 -0.1383
H 0.8730 1.1158 1.1087
H 0.6025 0.2968 -1.8738
H -0.0232 1.7715 -1.1430
H -2.8523 -0.2826 -1.0885
H -1.6937 -0.0002 -2.4277
H -2.3553 1.3918 -1.6170
H 1.6523 -1.3844 -0.0058
H 0.3145 -0.8846 0.6106
C 2.6722 -5.5693 4.1793
C 4.0128 -4.8597 4.1481
C 4.7301 -5.1197 2.8006
O 5.0377 -6.4956 2.8060
C 5.3918 -6.9889 1.5150
N 3.7946 -3.3845 4.1835
H 2.7873 -6.6526 4.1445
H 2.1917 -5.4064 3.2146
H 1.8575 -5.2851 4.8452
H 4.6154 -5.1478 5.0094
H 5.6101 -4.4856 2.6930
H 4.0834 -4.7675 1.9970
H 6.4768 -7.0531 1.4332
H 4.9836 -6.4625 0.6522
H 5.0577 -8.0175 1.3790
H 3.2564 -3.1036 3.3764
H 4.5460 -2.7108 4.1411
C -6.4926 0.7735 2.9234
C -7.8548 0.3509 2.3965
C -8.9295 0.0875 3.4816
O -8.5396 -0.8466 4.4191
C -9.5872 -1.1926 5.3709
N -8.2561 1.4791 1.6156
H -6.6508 1.5254 3.6965
H -5.8573 1.1406 2.1173
H -6.0238 -0.0324 3.4881
H -7.7624 -0.5977 1.8675
H -9.8047 -0.3495 3.0009
H -9.2331 1.0352 3.9264
H -10.4784 -1.4004 4.7788
H -9.7862 -0.2821 5.9361
H -9.3756 -2.0942 5.9458
H -8.0882 2.2614 2.2320
H -9.2586 1.5310 1.5047
C 7.2637 8.0532 -0.0601
C 5.9098 7.5714 -0.6814
C 4.6786 8.3393 -0.1834
O 3.4367 7.6992 -0.4886
C 2.2864 8.3727 0.0571
N 6.1027 7.7181 -2.1845
H 8.1634 7.5206 -0.3684
H 7.2303 7.9641 1.0257
H 7.4930 9.1120 -0.1805
H 5.8351 6.4902 -0.5651
H 4.7280 9.2424 -0.7916
H 4.7325 8.4528 0.8994
H 1.4177 7.7310 -0.0903
H 1.9981 9.3055 -0.4274
H 2.3429 8.4089 1.1451
H 5.3487 7.2872 -2.7003
H 6.9370 7.2247 -2.4682
C 3.6541 5.0091 4.3079
C 4.0767 4.8035 5.7404
C 5.5682 5.0509 5.9690
O 6.2323 4.1001 5.1776
C 7.5906 4.4617 4.9898
N 3.2149 5.7523 6.5095
H 2.5861 4.8076 4.2254
H 4.2080 4.3195 3.6710
H 3.8470 5.9930 3.8803
H 3.8148 3.7644 5.9399
H 5.8594 4.8042 6.9900
H 5.8189 6.1025 5.8290
H 8.1187 4.7444 5.9005
H 7.6127 5.3487 4.3566
H 8.0907 3.6707 4.4310
H 3.6290 5.6796 7.4279
H 3.4268 6.6554 6.1100
C -7.9435 0.4944 -7.4567
C -7.5067 -0.9947 -7.3645
C -5.9755 -1.0966 -7.4917
O -5.6942 -2.4846 -7.5152
C -4.3511 -2.7403 -7.7667
N -8.0838 -1.4035 -6.1160
H -7.8028 0.9061 -8.4561
H -7.4399 1.1027 -6.7054
H -9.0209 0.6425 -7.3835
H -7.9762 -1.5583 -8.1708
H -5.3515 -0.5784 -6.7636
H -5.7339 -0.7276 -8.4885
H -3.6404 -2.4670 -6.9868
H -4.0693 -2.3239 -8.7338
H -4.3844 -3.8045 -8.0002
H -7.6115 -2.2948 -6.0651
H -7.6121 -0.8028 -5.4551
C 9.5514 -2.9552 -0.7027
C 8.3461 -3.3940 -1.5436
C 7.2587 -2.2284 -1.5808
O 6.2559 -2.4712 -2.5778
C 5.4824 -3.6210 -2.4293
N 8.8148 -3.9264 -2.7972
H 9.3657 -2.9482 0.3714
H 9.8031 -1.9133 -0.9002
H 10.5269 -3.4295 -0.8103
H 7.8742 -4.2277 -1.0236
H 7.6674 -1.2681 -1.8953
H 6.8500 -2.0141 -0.5933
H 6.0018 -4.4327 -2.9387
H 4.5552 -3.4757 -2.9837
H 5.1643 -3.8677 -1.4163
H 8.3360 -3.4541 -3.5507
H 9.7365 -3.5585 -2.9853
O -6.9898 1.7338 -2.7139
H -6.5071 2.5576 -2.7808
H -7.2892 1.7041 -1.8052
O 2.5213 5.4062 -3.3311
H 1.5722 5.4665 -3.2221
H 2.8792 5.9129 -2.6021
O 6.3779 0.2206 4.6455
H 7.3018 -0.0270 4.6088
H 6.3853 1.1777 4.6331
C 9.5533 2.7394 0.3050
O 9.7461 2.5690 -1.1462
H 10.1310 2.0804 0.9532
H 9.6853 3.7606 0.6626
H 8.5700 2.3485 0.5665
H 9.8624 3.4502 -1.5088
C -5.6606 5.9778 -1.7508
O -5.2896 5.2389 -2.9239
H -6.7465 6.0523 -1.6944
H -5.2729 5.6176 -0.7979
H -5.2737 6.9967 -1.7702
H -5.6060 5.7237 -3.6897
C -1.1665 -4.8379 -2.9075
O -1.5991 -6.0163 -2.1958
H -0.5466 -5.0296 -3.7833
H -1.9940 -4.1960 -3.2096
H -0.6501 -4.2629 -2.1388
H -2.5363 -5.9724 -1.9929
C -1.3245 3.8566 -4.9965
O -1.3077 4.7209 -3.9189
H -1.2205 4.3636 -5.9557
H -0.5191 3.1221 -4.9894
H -2.2368 3.2619 -5.0422
H -2.1951 5.0465 -3.7516
C -0.4123 2.0146 6.1477
O -0.5987 3.4173 6.5028
H -0.6785 1.7319 5.1292
H 0.6426 1.7734 6.0169
H -0.8660 1.3459 6.8791
H 0.2088 3.9363 6.4918
C -2.2524 -4.2461 2.0616
O -2.9679 -5.1287 2.9932
H -1.3841 -4.6771 1.5631
H -2.8961 -3.8703 1.2663
H -1.9138 -3.3458 2.5744
H -3.8707 -4.9051 3.2312
*
```

Mulliken atomic charge list, values in e, 5 entries: atom 1 (C): -1.404, atom 2 (C): 0.542, atom 3 (C): -0.845, atom 4 (O): -0.328, atom 5 (C): -0.778

---

[7]
A molecular structure, C20H21ClN5O2Se2W at a distorted geometry, computed with ωB97M-V/def2-TZVPD.

- E_LUMO (alpha / beta): -10.66 / -10.50 eV
- ΔE to the lowest compared entry with this formula, charge and spin: 1.141 eV
- Maximum force: 3.08 eV/A
- Gap between HOMO and LUMO (alpha / beta): 5.6 / 6.5 eV

Geometry as ORCA input:
```
! RIJCOSX wB97M-V def2-TZVPD def2/J DEFGRID3
* xyz 3 3
W -1.1941 0.2292 -1.2386
Cl -6.1811 -2.9636 3.0648
C -5.1477 -1.9926 2.1209
C -5.3514 -0.5959 2.0737
C -4.5195 0.2137 1.3352
C -3.4613 -0.3377 0.5966
O -2.6292 0.3983 -0.1119
C -3.2640 -1.7710 0.6049
C -2.2580 -2.3523 -0.1909
O -1.4282 -1.6417 -0.8905
C -4.1155 -2.5653 1.3990
H -6.1703 -0.1661 2.6306
H -4.6784 1.2829 1.3041
H -2.1590 -3.4378 -0.2359
H -3.9553 -3.6323 1.4378
Se 0.4665 -2.3277 -2.6154
N 0.2752 -0.4560 -2.4810
C 1.2988 0.0840 -3.1917
C 1.5161 1.4495 -3.4157
C 2.6246 1.8321 -4.1331
C 3.5541 0.8958 -4.6300
C 3.3717 -0.4463 -4.4410
C 2.2297 -0.8837 -3.7343
N 1.9124 -2.1448 -3.4917
H 0.7987 2.1775 -3.0515
H 2.7951 2.8795 -4.3230
H 4.4171 1.2543 -5.1733
H 4.0619 -1.1816 -4.8211
Se -2.0380 4.8135 -1.8086
C -1.4701 3.2484 -1.6372
N -1.0818 2.0964 -1.5298
C 1.6876 -0.9968 2.7834
C 0.7625 -1.1170 1.5507
N 0.7008 0.1604 0.8268
C 2.0590 0.5325 0.4040
C 2.9767 0.7151 1.6359
N 2.1882 0.3971 2.8504
C 1.0502 1.3377 2.9824
C 0.1638 1.1992 1.7226
H 2.5374 -1.6781 2.7122
H 1.1506 -1.2288 3.7052
H -0.2508 -1.3946 1.8537
H 1.1327 -1.8858 0.8665
H 2.0027 1.4559 -0.1812
H 2.4459 -0.2563 -0.2472
H 3.3440 1.7409 1.7081
H 3.8424 0.0511 1.5885
H 2.7953 0.4928 3.6723
H 1.4346 2.3542 3.0854
H 0.4936 1.0968 3.8904
H 0.1228 2.1437 1.1678
H -0.8591 0.9210 2.0007
*
```

Mulliken atomic charge list, values in e, 5 entries: atom 1 (W): 1.364, atom 2 (Cl): -0.111, atom 3 (C): 0.085, atom 4 (C): -0.530, atom 5 (C): -0.621